# 1
This record from OMol25 describes 10 unconnected molecules or ions with the total composition C50H53Br2N12O. The level of theory is ωB97M-V with the def2-TZVPD basis set.

Each line ends with the Mulliken charge.
Atoms and positions in Å:
O (-3.64078, 1.85786, -0.47156)  -0.34
C (-3.82405, 1.27094, 0.52828)  0.48
Br (-3.12462, 1.91172, 2.20796)  -0.17
C (-4.66482, 0.00450, 0.56629)  -0.35
N (-4.61694, -0.74106, 1.82012)  -0.23
Br (-6.19943, -1.04708, 2.71996)  0.12
C (-3.48097, -1.20091, 2.29077)  0.35
N (-3.28386, -1.66075, 3.54312)  -0.25
C (-1.83448, -2.08128, 3.58424)  -0.57
C (-1.25627, -1.16335, 2.51622)  -0.30
N (-2.35043, -1.19188, 1.47304)  -0.15
H (-5.69371, 0.31485, 0.37983)  0.36
H (-4.35835, -0.63958, -0.25942)  0.27
H (-3.54528, -0.94787, 4.22519)  0.30
H (-1.80046, -3.13519, 3.30878)  0.15
H (-1.44349, -1.89449, 4.58053)  0.47
H (-0.28547, -1.43101, 2.11265)  0.42
H (-1.28005, -0.15082, 2.92636)  0.06
H (-2.30570, -2.08944, 0.98205)  0.32
N (1.31607, -2.18102, 5.02852)  -0.38
C (1.14214, -3.40203, 5.53655)  -0.21
C (1.56850, -3.77578, 6.80005)  -0.50
C (2.21491, -2.83257, 7.58384)  -0.25
C (2.40873, -1.56090, 7.07078)  -0.30
C (1.94353, -1.28750, 5.79420)  -0.31
H (0.63887, -4.11991, 4.89629)  0.36
H (1.39818, -4.78195, 7.15736)  0.38
H (2.56209, -3.08506, 8.57692)  0.39
H (2.90293, -0.79276, 7.64635)  0.32
H (2.08032, -0.30188, 5.36286)  0.54
N (-6.66816, -2.28967, 8.70688)  -0.53
C (-7.62975, -1.37060, 8.73077)  -0.22
C (-7.80226, -0.41377, 7.73946)  -0.46
C (-6.92641, -0.41269, 6.66692)  -0.22
C (-5.92019, -1.36585, 6.63288)  0.32
C (-5.83323, -2.27923, 7.67338)  -0.33
H (-8.29457, -1.40090, 9.58630)  0.35
H (-8.60257, 0.30937, 7.81240)  0.37
H (-7.02731, 0.32096, 5.87596)  0.38
H (-5.21180, -1.40805, 5.81505)  0.01
H (-5.05878, -3.03885, 7.67901)  0.34
N (-0.74294, 2.06574, -3.65409)  -0.38
C (-0.65702, 1.93296, -4.97503)  -0.19
C (-1.62757, 1.30746, -5.74418)  -0.75
C (-2.74859, 0.79545, -5.11194)  -0.46
C (-2.84323, 0.91868, -3.73482)  0.03
C (-1.81902, 1.56003, -3.05551)  -0.90
H (0.23716, 2.33560, -5.43995)  0.43
H (-1.49978, 1.22000, -6.81470)  0.53
H (-3.52343, 0.29696, -5.67948)  0.43
H (-3.69558, 0.52823, -3.19529)  0.43
H (-1.85489, 1.68224, -1.98106)  0.68
N (4.61199, 3.06378, -2.02046)  -0.30
C (5.05217, 4.05978, -2.78697)  -0.12
C (4.29384, 4.64650, -3.78885)  -0.71
C (3.01076, 4.17069, -4.00988)  -0.14
C (2.53899, 3.13033, -3.22456)  -0.03
C (3.37884, 2.61747, -2.24731)  -0.41
H (6.06160, 4.40378, -2.58856)  0.34
H (4.70311, 5.45539, -4.37842)  0.36
H (2.38902, 4.60484, -4.78300)  0.38
H (1.54523, 2.72311, -3.35643)  0.29
H (3.04558, 1.80373, -1.61109)  0.37
N (0.21971, -2.58647, -4.22716)  -0.52
C (0.00563, -1.72504, -5.22241)  -0.08
C (0.35657, -1.97337, -6.54030)  -0.38
C (0.96888, -3.17801, -6.85286)  -0.25
C (1.20130, -4.07812, -5.82726)  -0.06
C (0.80909, -3.73876, -4.54075)  -0.36
H (-0.46847, -0.79227, -4.94635)  0.44
H (0.15616, -1.23449, -7.30549)  0.37
H (1.26889, -3.41832, -7.86297)  0.33
H (1.68192, -5.02615, -6.02257)  0.15
H (0.97873, -4.42497, -3.71772)  0.36
N (1.06813, 1.20621, 8.46534)  -0.44
C (0.67694, 1.77857, 7.32925)  -0.21
C (0.84547, 3.12504, 7.04650)  -0.50
C (1.45418, 3.92752, 7.99932)  -0.19
C (1.86450, 3.34780, 9.18810)  -0.40
C (1.64988, 1.98918, 9.37158)  -0.19
H (0.20474, 1.11939, 6.60666)  0.48
H (0.50994, 3.53359, 6.10278)  0.35
H (1.60533, 4.98350, 7.81808)  0.38
H (2.34245, 3.93268, 9.96162)  0.36
H (1.95957, 1.50403, 10.29054)  0.37
N (-4.18088, 6.18826, -1.60479)  -0.57
C (-4.44531, 7.06152, -2.57395)  -0.32
C (-4.12583, 6.84680, -3.90736)  -0.38
C (-3.49848, 5.66140, -4.25436)  -0.53
C (-3.21640, 4.74095, -3.25658)  0.54
C (-3.57643, 5.05503, -1.95497)  -0.40
H (-4.93558, 7.97880, -2.26738)  0.35
H (-4.36550, 7.59396, -4.65149)  0.38
H (-3.23330, 5.45762, -5.28408)  0.41
H (-2.72786, 3.80412, -3.47865)  0.07
H (-3.36721, 4.36050, -1.14879)  0.50
N (2.56544, -5.36980, -8.85687)  -0.32
C (2.65481, -6.62918, -8.43274)  -0.02
C (2.77031, -7.72021, -9.28012)  -0.59
C (2.79198, -7.49520, -10.64714)  -0.16
C (2.70032, -6.19100, -11.10502)  -0.52
C (2.59124, -5.16995, -10.17334)  -0.07
H (2.63626, -6.77594, -7.35804)  0.31
H (2.84218, -8.71995, -8.87455)  0.34
H (2.88054, -8.32014, -11.34184)  0.38
H (2.71492, -5.96461, -12.16216)  0.34
H (2.52396, -4.13729, -10.49912)  0.34
N (6.95777, -0.24218, -0.30486)  -0.56
C (6.64494, 1.04915, -0.41190)  -0.10
C (7.26494, 2.04531, 0.32965)  -0.26
C (8.25974, 1.68915, 1.22528)  -0.44
C (8.59442, 0.34951, 1.34369)  -0.32
C (7.91549, -0.57108, 0.55847)  -0.25
H (5.86805, 1.32509, -1.11474)  0.48
H (6.96482, 3.07641, 0.19860)  0.37
H (8.76615, 2.43949, 1.81923)  0.37
H (9.36498, 0.02088, 2.02788)  0.36
H (8.15389, -1.62746, 0.62412)  0.36

Properties
charge = +1
electronic energy = -7817.10457 Ha
LUMO level = -3.95 eV
HOMO-LUMO gap = 6.5 eV

---

# 2
This record from OMol25 describes 2 unconnected molecules or ions with the total composition C7H14O. The level of theory is ωB97M-V with the def2-TZVPD basis set.

Each line ends with the Mulliken charge.
Atoms and positions in Å:
C (1.11589, 2.47858, 0.16007)  -0.77
C (0.09094, 1.66240, 0.33932)  -0.27
C (0.09644, 0.25005, -0.10550)  -0.46
C (1.03099, -0.66606, 0.15176)  0.72
C (0.83426, -2.07754, -0.33331)  -1.50
C (2.20166, -0.48070, 1.05193)  -0.40
C (2.02075, -1.30784, 2.35540)  -1.30
H (1.15717, 3.51975, 0.48556)  0.25
H (2.01040, 2.21688, -0.39779)  0.31
H (-0.81387, 1.99089, 0.83329)  0.33
H (-0.81012, -0.06031, -0.62577)  0.32
H (0.64020, -2.75074, 0.49753)  0.32
H (1.70209, -2.37662, -0.89618)  0.35
H (0.03677, -2.16469, -1.06221)  0.38
H (2.37849, 0.56346, 1.32487)  0.34
H (3.13223, -0.80149, 0.57303)  0.30
H (2.33953, -2.33646, 2.17324)  0.31
H (1.01314, -1.15958, 2.74096)  0.34
H (2.76005, -0.96833, 3.08718)  0.41
O (-6.07240, 0.43379, -3.15740)  -0.64
H (-6.07038, 1.10329, -2.46813)  0.32
H (-5.20003, 0.02442, -3.22832)  0.32

Properties
ΔE to the lowest compared entry with this formula, charge and spin = 1.555 eV
SMILES string = C=C/C=C(/C)CC.O
charge = 0
electronic energy = -350.30232 Ha
LUMO level = 0.65 eV
HOMO-LUMO gap = 9.4 eV

---

# 3
This record from OMol25 describes C4H6N2O in the gas phase. The level of theory is ωB97M-V with the def2-TZVPD basis set.

Each line ends with the Mulliken charge.
Atoms and positions in Å:
C (-2.37987, -0.39727, -0.15366)  -0.35
N (-1.17570, -0.93042, 0.16207)  -0.35
N (-0.22800, -0.10180, 0.84593)  -0.21
C (0.03967, 0.97863, -0.13395)  -0.34
C (0.91364, -0.24061, -0.01560)  0.28
C (2.29325, -0.35593, 0.45938)  -0.25
O (3.23600, -0.45835, -0.35032)  -0.49
H (-2.68962, 0.57726, -0.03455)  0.35
H (-3.25606, -1.09950, -0.49092)  0.23
H (-0.69682, 0.80339, -0.87360)  0.35
H (0.28071, 2.08356, 0.19283)  0.19
H (1.12119, -0.77734, -1.10268)  0.22
H (2.54161, -0.08161, 1.49506)  0.37

Properties
ΔE to the lowest compared entry with this formula, charge and spin = 5.750 eV
SMILES string = C=NN1C[C@H]1C=O
charge = 0
electronic energy = -340.58359 Ha
LUMO level = 0.44 eV
HOMO-LUMO gap = 10.6 eV

---

# 4
This record from OMol25 describes C5H7N in the gas phase. The level of theory is ωB97M-V with the def2-TZVPD basis set.

Each line ends with the Mulliken charge.
Atoms and positions in Å:
C (1.93250, 0.02152, -0.01627)  -1.10
C (0.43479, 0.05627, 0.04748)  0.34
C (-0.42287, 1.09183, 0.31595)  -0.46
C (-1.75898, 0.61998, 0.14221)  -0.46
C (-1.67402, -0.69380, -0.22629)  -0.48
N (-0.34272, -1.02904, -0.29269)  -0.11
H (2.39731, -0.23910, 0.93931)  0.25
H (2.28715, -0.69120, -0.76822)  0.32
H (2.31615, 1.00304, -0.30771)  0.29
H (-0.11594, 2.09329, 0.58692)  0.40
H (-2.67039, 1.18711, 0.26884)  0.37
H (-2.43425, -1.41392, -0.49636)  0.39
H (-0.05202, -1.98313, -0.17867)  0.25

Properties
ΔE to the lowest compared entry with this formula, charge and spin = 0.107 eV
SMILES string = Cc1ccc[nH]1
charge = 0
electronic energy = -249.46930 Ha
LUMO level = 1.08 eV
HOMO-LUMO gap = 9.1 eV

---

# 5
This record from OMol25 describes 2 unconnected molecules or ions with the total composition H4O2. The level of theory is ωB97M-V with the def2-TZVPD basis set.

Each line ends with the Mulliken charge.
Atoms and positions in Å:
O (0.16800, 1.77572, 0.15960)  -0.62
H (0.95901, 1.33134, 0.53333)  0.34
H (-0.32872, 1.13125, -0.35287)  0.28
O (-0.01886, -1.70590, -0.22624)  -0.63
H (-0.37206, -0.98877, -0.76506)  0.29
H (-0.40736, -1.54363, 0.65124)  0.34

Properties
ΔE to the lowest compared entry with this formula, charge and spin = 0.270 eV
SMILES string = O.O
charge = 0
electronic energy = -152.86502 Ha
LUMO level = 0.54 eV
HOMO-LUMO gap = 12.4 eV

---

| no. | molar mass (g/mol) |
| --- | --- |
| 1 | 997.87 |
| 2 | 114.19 |
| 3 | 98.11 |
| 4 | 81.12 |
| 5 | 36.03 |